# 1
Here is a 10-piece molecular cluster, C16H28Cl18N overall at a distorted geometry from the Open Molecules 2025 dataset. Energies are from ωB97M-V/def2-TZVPD.

Geometry as XYZ:
```
63
Properties=species:S:1:pos:R:3:forces:R:3:nbo_charge:R:1
C 6.378911 -2.056086 3.537889 -0.20 0.72 0.53 -0.17
C 5.366004 -2.567546 3.164505 -0.76 -0.40 -0.29 -0.06
C 4.040613 -3.126695 2.811435 0.34 0.08 -0.48 -0.48
C 2.992269 -2.330810 3.617954 3.43 0.12 1.72 -0.06
C 2.694294 -0.872018 3.168117 -1.27 -1.87 1.17 -0.40
C 1.127196 -0.932624 3.290046 0.43 -0.10 -1.59 -0.52
C 0.770642 -2.242680 3.940910 -0.41 1.42 0.09 0.30
N 1.780522 -3.003086 4.090989 -0.46 0.56 -1.06 -0.41
H 7.064066 -1.399553 4.027621 0.41 -0.34 -0.29 0.25
H 3.911625 -3.007135 1.727912 -0.25 -0.18 0.17 0.24
H 4.039571 -4.192288 3.058072 -0.21 0.11 -0.02 0.24
H 3.549578 -2.174180 4.558628 -0.25 -0.34 -0.09 0.23
H 3.181756 -0.267882 3.931288 -0.31 0.48 -0.47 0.25
H 3.096749 -0.683827 2.173776 -0.34 0.18 0.11 0.26
H 0.800858 -1.101565 2.242638 -0.40 0.26 0.24 0.28
H 0.615946 -0.024534 3.619679 0.00 -0.33 0.29 0.29
H -0.250104 -2.474690 4.240806 0.30 -0.33 0.08 0.24
H 1.786858 -3.922896 4.520388 -0.06 -0.05 -0.21 0.46
C -2.012230 1.701527 3.243189 -0.12 -0.01 0.02 -0.40
Cl -1.370519 1.942735 1.613716 0.09 -0.03 0.04 -0.02
Cl -0.849834 2.220696 4.468062 -0.06 -0.05 0.13 -0.02
H -2.924126 2.278086 3.353377 0.08 0.08 -0.01 0.24
H -2.222310 0.646505 3.383494 0.06 0.01 -0.04 0.21
C 3.426427 2.540438 1.608184 0.03 0.03 -0.10 -0.39
Cl 4.869329 1.554280 1.885648 0.08 0.22 0.06 -0.02
Cl 2.342453 2.507452 3.008223 -0.06 0.08 -0.09 -0.03
H 3.731400 3.564410 1.423855 0.03 -0.02 0.13 0.24
H 2.894803 2.149807 0.746097 0.01 -0.09 0.07 0.23
C -3.922121 2.558720 -0.870071 0.10 0.05 0.08 -0.40
Cl -5.544974 2.055015 -0.379117 0.02 -0.01 0.07 -0.03
Cl -3.476134 1.875335 -2.437398 0.02 0.04 0.03 -0.02
H -3.896590 3.640988 -0.939583 -0.09 -0.04 -0.10 0.23
H -3.212173 2.215370 -0.125718 -0.15 -0.04 -0.09 0.22
C -0.992822 -0.785167 -1.865461 -0.02 0.04 -0.17 -0.39
Cl -1.118612 -1.265125 -0.163042 -0.06 -0.07 0.05 -0.06
Cl 0.692604 -0.641641 -2.377347 -0.04 0.06 -0.04 -0.03
H -1.483330 -1.535246 -2.475695 0.08 -0.07 0.08 0.23
H -1.478959 0.174921 -1.992907 0.07 0.01 0.08 0.24
C 3.370238 -6.715752 1.696066 0.13 0.04 -0.19 -0.39
Cl 2.450775 -6.506115 3.198015 -0.02 -0.07 0.15 -0.05
Cl 2.556370 -5.947035 0.330726 0.06 0.03 0.01 -0.01
H 4.349351 -6.264951 1.819254 -0.06 0.04 0.03 0.23
H 3.471307 -7.776604 1.496788 -0.13 0.01 0.05 0.24
C -8.146862 4.385007 1.138232 0.02 -0.03 -0.06 -0.40
Cl -8.508408 4.070738 2.840497 0.01 -0.08 0.00 -0.03
Cl -8.064586 6.117419 0.800476 0.02 -0.02 -0.07 -0.02
H -7.188886 3.938316 0.898821 0.00 0.07 0.06 0.22
H -8.927902 3.945704 0.527465 -0.05 0.07 0.07 0.22
C 3.948698 -2.060023 -1.285298 -0.03 -0.08 -0.15 -0.40
Cl 4.307780 -0.627859 -0.300613 -0.11 -0.22 -0.02 -0.04
Cl 5.245474 -2.397640 -2.430665 -0.05 -0.04 0.03 0.00
H 3.830913 -2.916540 -0.628680 0.08 0.03 0.01 0.21
H 3.030746 -1.885707 -1.834450 0.06 0.06 0.01 0.23
C -2.078407 2.607821 -6.456383 0.03 0.14 -0.04 -0.40
Cl -3.420280 3.348544 -5.582153 0.03 0.07 -0.03 -0.02
Cl -1.854106 0.914150 -5.986426 0.06 -0.04 -0.01 -0.04
H -2.285148 2.651723 -7.519104 -0.06 -0.08 0.03 0.23
H -1.169875 3.155595 -6.232017 -0.02 -0.06 0.10 0.22
C -4.359979 2.895504 -9.926503 -0.17 -0.02 -0.04 -0.40
Cl -4.823971 4.211107 -8.840973 -0.02 -0.06 -0.06 -0.02
Cl -2.607755 2.830196 -10.167911 0.01 -0.05 -0.07 -0.03
H -4.689038 1.955339 -9.497459 0.08 0.04 0.07 0.22
H -4.836069 3.052074 -10.887894 0.08 0.08 0.01 0.23
```
Forces are in eV/Å.

Calculated values
**Gap between HOMO and LUMO**: 8.31 eV
**2S+1**: 1
**M**: 872.56 Da
**Charge**: +1
**F_max**: 3.84 eV/A


# 2
Here is a 6-piece molecular cluster, C16H28Cl8O6 overall at a distorted geometry from the Open Molecules 2025 dataset. Energies are from ωB97M-V/def2-TZVPD.

Geometry as XYZ:
```
58
Properties=species:S:1:pos:R:3:forces:R:3:nbo_charge:R:1
C 16.258810 20.088160 -0.091770 -1.46 -0.22 -0.35 -0.63
C 16.545640 19.627400 -1.547230 -0.91 -1.25 3.95 0.06
C 15.590960 19.860740 -2.676520 -1.30 -0.95 0.04 -0.11
O 16.421360 20.489750 -3.637220 -2.41 -0.41 -0.74 -0.45
C 17.513370 20.823910 -3.032870 6.11 4.05 -3.67 0.95
O 18.380660 21.559850 -3.556040 -2.70 -1.97 1.52 -0.61
O 17.699900 20.242130 -1.895920 2.00 0.48 0.36 -0.45
H 15.198870 19.888480 0.065510 -0.10 -0.26 0.48 0.21
H 16.358050 21.151180 0.127840 0.23 0.17 -0.73 0.22
H 16.846500 19.595700 0.682970 0.03 -0.37 -0.40 0.23
H 16.704420 18.549040 -1.540750 0.28 -0.11 0.39 0.18
H 14.651240 20.387530 -2.510620 0.34 0.57 0.19 0.20
H 15.296640 18.842670 -2.931470 -0.12 0.25 -1.03 0.20
C 7.413390 14.698170 -9.780300 -1.24 0.33 -1.50 -0.62
C 6.980400 14.397890 -8.384320 3.22 2.22 -0.20 0.06
C 5.644010 13.839800 -8.022400 1.18 -1.09 -0.85 -0.09
O 6.083750 12.829590 -7.096960 0.21 -0.24 1.03 -0.50
C 7.479000 12.688400 -7.061450 0.28 -4.25 0.95 0.97
O 8.060190 11.793550 -6.419010 -2.14 3.53 -1.77 -0.58
O 8.015620 13.442650 -8.005800 -0.97 -0.12 1.19 -0.47
H 6.994610 13.952890 -10.456520 -0.13 0.00 -0.19 0.21
H 8.487910 14.663060 -9.959960 -0.06 0.16 0.61 0.24
H 7.040420 15.680310 -10.070810 0.00 0.00 -0.26 0.21
H 7.250050 15.276390 -7.798120 -0.38 0.17 0.33 0.18
H 5.263530 13.419110 -8.953190 -0.44 -0.68 0.23 0.18
H 4.878740 14.512730 -7.635580 0.48 -0.01 0.44 0.21
Cl 13.632340 20.217200 -9.742550 0.38 -0.26 0.46 -0.04
C 11.969730 19.803210 -10.154260 -1.47 0.55 0.81 -0.40
C 10.961430 19.990930 -8.944300 0.72 0.41 -0.44 -0.39
Cl 11.268470 18.871230 -7.598330 0.19 -0.29 0.00 -0.06
H 11.904760 18.792590 -10.557400 0.15 0.12 0.12 0.22
H 11.768190 20.543940 -10.928080 -0.61 -0.29 0.00 0.23
H 9.900140 19.878350 -9.165890 0.25 -0.28 -0.67 0.22
H 11.031310 20.983410 -8.499110 0.38 0.03 -0.27 0.22
Cl 6.990910 13.168570 9.279870 0.51 0.19 2.71 -0.03
C 6.789000 12.621100 7.667500 1.12 -1.10 -0.30 -0.42
C 5.962690 13.641580 7.027690 -0.59 1.88 -0.77 -0.40
Cl 4.375930 13.732180 7.813950 -0.73 -0.14 -0.32 -0.06
H 6.396580 11.605310 7.715070 -0.04 0.14 -0.39 0.23
H 7.822830 12.649840 7.323310 -0.27 -0.36 -0.77 0.23
H 5.851840 13.664070 5.943570 -0.10 -0.65 0.09 0.23
H 6.409690 14.599840 7.292330 0.10 0.04 -0.25 0.22
Cl 10.642990 20.237630 4.989010 -0.43 -0.52 -1.00 -0.06
C 12.159310 20.689710 5.756540 -0.53 -0.23 1.31 -0.39
C 11.662750 21.530250 6.939040 1.17 0.09 -0.71 -0.39
Cl 13.109980 21.980160 7.835870 0.75 0.42 0.75 -0.07
H 12.872750 21.119430 5.053370 -0.35 0.33 0.20 0.23
H 12.599510 19.809410 6.224950 0.07 -0.14 -0.44 0.22
H 11.082100 20.886740 7.599980 -0.31 0.42 -0.28 0.23
H 11.205030 22.465430 6.616490 -0.37 -0.38 0.17 0.23
Cl 10.009300 14.366560 1.243360 -0.45 0.45 -0.78 -0.07
C 9.999870 15.410150 -0.245090 0.51 0.33 -0.04 -0.37
C 10.807600 14.758250 -1.360580 -0.53 0.12 1.12 -0.41
Cl 12.498860 14.634480 -0.927030 0.93 -0.03 0.09 -0.05
H 10.399210 16.369150 0.084980 0.17 -0.13 -0.13 0.22
H 9.022860 15.616180 -0.682250 -0.39 -0.44 0.64 0.22
H 10.756160 15.368620 -2.262190 -0.29 -0.42 -0.07 0.23
H 10.424540 13.738580 -1.400860 0.05 0.12 -0.83 0.23
```
Forces are in eV/Å.

Calculated values
**Gap between HOMO and LUMO**: 10.36 eV
**2S+1**: 1
**SMILES string**: C[C@H]1COC(=O)O1.C[C@H]1COC(=O)O1.ClCCCl.ClCCCl.ClCCCl.ClCCCl
**Energy above the lowest of the compared OMol25 structures with the same formula, charge and spin**: 32.6 kcal/mol
**M**: 600.02 Da
**F_max**: 8.20 eV/A


# 3
Here is an isolated ion of composition C16H28F2N2PSSi and charge +1 at a distorted geometry from the Open Molecules 2025 dataset. Energies are from ωB97M-V/def2-TZVPD.

Geometry as XYZ:
```
51
Properties=species:S:1:pos:R:3:forces:R:3:nbo_charge:R:1
C -3.440696 -0.185427 4.993862 0.62 2.02 -3.42 -0.31
C -3.250023 0.792599 3.870585 -0.16 -2.64 3.41 -0.32
C -3.102136 0.257369 2.292089 -3.28 -0.54 3.53 -0.31
N -1.893266 0.832306 1.565401 -1.37 1.22 -1.30 -0.62
C -1.949588 2.370052 1.429624 -0.20 3.91 0.81 -0.10
N -0.568472 2.957946 1.060791 -2.00 0.56 0.89 -0.67
C -0.687291 3.979998 -0.047577 1.41 0.49 -1.65 -0.44
P -0.388651 0.579284 2.560163 2.52 -1.23 2.93 0.90
S -0.352327 -1.085824 3.549506 0.05 0.41 -0.79 -0.44
C -1.821773 0.153972 0.211022 0.89 -2.68 -5.01 0.88
F -1.777508 1.114902 -0.952332 -0.49 -2.13 4.04 -0.35
F -3.024574 -0.704970 -0.103553 3.17 3.11 1.51 -0.34
C -0.523743 -0.836201 -0.003908 -0.17 -1.19 -1.51 -0.55
C -0.653837 -1.588044 -1.494215 -1.11 0.01 0.65 -0.87
Si 0.990475 -2.450412 -2.048719 0.74 0.25 0.38 1.65
C 1.571884 -3.613887 -0.605386 -0.11 -0.52 0.77 -1.13
C 0.678934 -3.394174 -3.709225 -0.75 -0.50 -0.75 -1.13
C 2.316011 -1.032075 -2.194617 3.26 3.18 -0.29 -0.52
C 1.927870 0.389043 -2.945222 4.53 -0.36 1.87 -0.24
C 3.077957 1.555650 -3.010170 0.64 -2.69 1.49 -0.23
C 4.598494 1.377333 -2.344214 -2.71 -3.79 0.54 -0.22
C 4.986235 -0.045826 -1.615553 -4.04 0.61 -1.69 -0.23
C 3.829634 -1.248097 -1.561800 -0.25 3.77 -1.54 -0.22
H -3.690959 -1.320956 4.736334 0.94 2.64 0.61 0.22
H -3.317037 0.087838 6.141042 -0.70 -0.29 -2.82 0.25
H -3.237144 1.931664 4.167479 0.18 -2.46 -0.88 0.23
H -4.136773 0.582582 1.792556 2.74 -0.77 0.47 0.29
H -3.029583 -0.927431 2.423991 0.09 2.83 -0.80 0.30
H -2.181871 2.901737 2.473845 0.07 -2.07 -2.07 0.25
H -2.805577 2.735587 0.714551 1.84 -1.25 1.13 0.27
H -0.189278 3.466679 1.912174 -0.87 -0.93 -1.40 0.38
H -0.278080 3.460546 -1.035333 -1.17 1.24 1.98 0.23
H 0.065719 4.875956 0.169358 -1.79 -1.95 -0.38 0.23
H -1.763278 4.405509 -0.221774 2.03 -0.82 0.44 0.21
H -0.442293 1.653281 3.562415 -0.39 -0.47 -1.50 0.04
H 0.826135 0.837068 1.802177 -1.48 0.07 0.17 0.09
H 0.507398 -0.269187 -0.049279 -2.23 -0.77 0.43 0.28
H -0.513038 -1.753714 0.761718 -0.08 2.53 -1.36 0.29
H -0.952946 -0.854621 -2.353167 0.22 -1.28 1.78 0.25
H -1.450859 -2.456008 -1.355868 1.39 1.98 -0.55 0.25
H 2.501609 -3.196554 -0.022110 -1.83 -0.91 -1.20 0.25
H 0.688923 -3.709504 0.189179 1.89 -0.08 -1.69 0.24
H 1.815298 -4.661500 -1.072070 -0.42 1.87 1.20 0.26
H 1.672515 -3.657406 -4.289568 -2.10 0.63 1.17 0.27
H -0.060007 -2.757040 -4.393573 1.75 -1.37 1.30 0.25
H 0.108657 -4.398312 -3.461809 1.17 1.92 -0.54 0.25
H 0.853338 0.538770 -3.419581 2.60 -0.25 1.08 0.24
H 2.834677 2.582696 -3.548116 0.58 -2.44 1.27 0.24
H 5.402155 2.227336 -2.370722 -1.90 -1.75 -0.08 0.25
H 6.046744 -0.250177 -1.110116 -2.62 0.62 -1.34 0.25
H 4.181948 -2.250352 -1.040286 -1.08 2.28 -1.30 0.24
```
Forces are in eV/Å.

Calculated values
**Gap between HOMO and LUMO**: 7.52 eV
**2S+1**: 1
**SMILES string**: C=CC[N@@+](CNC)([PH2]=S)C(F)(F)CC[Si](C)(C)c1ccccc1
**M**: 377.54 Da
**Charge**: +1
**F_max**: 5.75 eV/A


Which of these has the highest gap between HOMO and LUMO?
C16H28Cl8O6


Which of these has the lowest gap between HOMO and LUMO?
C16H28F2N2PSSi